Record 1
46
Properties=species:S:1:pos:R:3:lowdin_charge:R:1 method="wB97M-V/def2-TZVPD" multiplicity=6 homo_ha="-0.1491 / -0.1822" charge=-1 lumo_ev="2.704 / 1.256"
Ru 0.116 0.323 -0.710 1.23
O -2.803 0.424 2.147 0.03
C -1.843 0.594 1.401 -0.49
N -1.622 -0.026 0.222 -0.12
C -2.492 -1.119 -0.145 -0.16
C -1.688 -2.241 -0.766 -0.28
C -2.274 -3.156 -1.632 -0.03
C -1.487 -4.143 -2.195 -0.07
C -0.136 -4.185 -1.885 -0.07
C 0.366 -3.226 -1.025 -0.15
N -0.388 -2.279 -0.468 0.06
C -0.709 1.515 1.737 -0.23
C -0.738 2.323 2.823 -0.02
C 0.405 3.147 3.107 -0.09
C 1.485 3.094 2.317 -0.13
C 1.549 2.229 1.102 -0.66
N 0.343 1.430 0.873 -0.15
H -3.270 -0.803 -0.848 0.12
H -3.003 -1.483 0.752 0.12
H -3.327 -3.072 -1.870 0.11
H -1.918 -4.857 -2.888 0.10
H 0.523 -4.924 -2.321 0.10
H 1.423 -3.183 -0.787 0.08
H -1.619 2.301 3.448 0.11
H 0.398 3.802 3.970 0.10
H 2.363 3.696 2.513 0.10
H 2.412 1.554 1.125 0.03
S 3.462 2.261 -1.404 0.53
C 2.896 0.673 -1.731 -1.22
S 2.581 -0.446 -0.456 0.56
S 1.929 3.295 -0.359 0.57
F 2.306 -0.777 -5.950 0.14
C 1.606 -1.356 -4.990 -0.58
F 2.312 -2.301 -4.400 0.15
F 0.481 -1.848 -5.474 0.14
S 0.918 0.368 -3.508 0.87
O 0.091 -0.624 -2.736 -0.52
O 2.487 0.297 -3.033 -0.44
N 0.578 1.767 -2.689 -0.46
S -0.408 2.780 -3.444 0.54
O -0.043 4.138 -3.181 -0.29
O -0.713 2.361 -4.791 -0.31
C -1.993 2.589 -2.542 -0.69
F -1.856 2.859 -1.245 0.12
F -2.474 1.345 -2.660 0.11
F -2.882 3.436 -3.064 0.13

=====

Record 2
35
Properties=species:S:1:pos:R:3:lowdin_charge:R:1 method="wB97M-V/def2-TZVPD" multiplicity=1 homo_ha="-0.4379 / -0.4428" charge=+1 lumo_ev="-5.392 / -5.644"
Ir 0.452 1.156 0.431 0.81
S 2.303 2.312 1.301 0.64
C 2.412 3.166 -0.206 -1.13
S 1.166 2.677 -1.306 0.67
C 3.352 4.096 -0.513 -0.33
C 3.337 4.707 -1.801 -0.21
N 3.276 5.177 -2.849 0.21
C 4.355 4.498 0.415 -0.20
N 5.162 4.829 1.163 0.21
I -4.574 -2.053 0.723 0.95
C -3.701 -0.160 0.545 -0.70
C -4.447 0.963 0.209 -0.08
C -3.796 2.182 0.100 -0.02
C -2.432 2.246 0.306 -0.11
N -1.715 1.161 0.626 -0.13
C -2.342 -0.021 0.746 -0.21
H -5.512 0.885 0.037 0.12
H -4.341 3.081 -0.152 0.13
H -1.894 3.182 0.227 0.12
H -1.742 -0.879 1.019 0.08
N 0.668 -4.125 2.332 0.19
C 0.655 -4.345 0.998 -0.49
O 0.590 -5.449 0.508 0.10
C 0.700 -3.135 0.086 -0.08
C 0.584 -3.376 -1.282 0.05
C 0.637 -2.319 -2.174 0.01
C 0.782 -1.038 -1.677 -0.10
N 0.888 -0.801 -0.366 -0.11
C 0.860 -1.827 0.501 -0.08
H 0.659 -4.939 2.925 0.13
H 0.780 -3.231 2.768 0.09
H 0.471 -4.401 -1.609 0.14
H 0.567 -2.481 -3.240 0.13
H 0.833 -0.178 -2.333 0.10
H 1.006 -1.560 1.541 0.12

=====

Record 3
31
Properties=species:S:1:pos:R:3:lowdin_charge:R:1 method="wB97M-V/def2-TZVPD" multiplicity=1 homo_ha=-0.3283 lumo_ev=-0.614
O 2.437 -0.812 -0.569 0.10
C 1.384 -1.357 -0.232 -0.37
N 0.289 -0.691 0.273 0.18
C 0.146 0.665 0.445 -0.22
C 1.140 1.503 0.870 0.08
C 0.888 2.890 1.064 -0.37
O 1.875 3.596 1.354 0.05
C -0.447 3.393 0.817 -0.09
C -0.768 4.742 0.931 0.01
C -2.058 5.202 0.623 -0.07
C -3.039 4.275 0.274 -0.06
C -2.700 2.921 0.148 0.00
C -1.424 2.479 0.415 -0.17
O -1.133 1.134 0.242 0.09
C 1.214 -2.812 -0.512 -0.08
C -0.071 -3.376 -0.722 -0.04
C -0.208 -4.716 -1.036 -0.04
C 0.955 -5.476 -1.144 -0.01
N 2.177 -4.966 -0.893 -0.26
O 3.179 -5.699 -0.957 -0.05
C 2.332 -3.657 -0.645 0.06
H -0.582 -1.150 0.249 0.12
H 2.198 1.187 0.981 0.14
H 0.029 5.494 1.152 0.14
H -2.287 6.255 0.625 0.10
H -4.048 4.640 0.119 0.11
H -3.445 2.169 -0.124 0.12
H -1.043 -2.840 -0.686 0.12
H -1.193 -5.159 -1.215 0.12
H 0.855 -6.538 -1.361 0.14
H 3.348 -3.294 -0.483 0.16

=====

Record 4
36
Properties=species:S:1:pos:R:3:lowdin_charge:R:1 method="wB97M-V/def2-TZVPD" multiplicity=6 homo_ha="-0.3793 / -0.3818" charge=+1 lumo_ev="-3.229 / -3.512"
Mn 0.606 -0.579 1.182 0.99
I -4.740 4.002 -1.703 0.90
C -3.356 2.920 -0.588 -0.75
C -3.379 2.982 0.797 -0.22
C -2.452 2.261 1.526 -0.66
I -2.490 2.375 3.606 0.94
C -1.483 1.445 0.914 -0.44
O -0.634 0.774 1.681 -0.31
C -1.479 1.397 -0.500 -0.17
C -0.563 0.506 -1.307 -0.15
N 0.808 0.415 -0.757 -0.12
C 1.756 -0.372 -1.545 -0.13
C 2.887 -0.872 -0.670 -0.24
C 4.155 -1.082 -1.185 0.01
C 5.146 -1.588 -0.360 -0.01
C 4.846 -1.870 0.964 -0.03
C 3.564 -1.630 1.411 -0.09
N 2.600 -1.141 0.617 0.00
C -2.406 2.144 -1.223 -0.14
H -4.112 3.591 1.308 0.09
H -0.537 0.869 -2.339 0.13
H -0.949 -0.520 -1.348 0.11
H 1.159 1.358 -0.609 0.15
H 2.161 0.177 -2.398 0.14
H 1.219 -1.235 -1.950 0.14
H 4.358 -0.847 -2.220 0.13
H 6.143 -1.755 -0.746 0.13
H 5.589 -2.261 1.644 0.12
H 3.289 -1.831 2.438 0.12
H -2.384 2.102 -2.306 0.10
Cl -4.087 -0.952 2.338 0.67
C -3.639 -1.946 0.959 -1.61
Cl -4.134 -1.189 -0.558 0.68
Cl -4.270 -3.584 1.097 0.68
C -2.166 -2.017 0.940 -0.31
N -1.022 -2.046 0.890 0.17